Density functional theory data (ωB97M-V with the def2-TZVPD basis set) for 11 unconnected molecules or ions with the total composition C3H26NO11S in a non-equilibrium geometry.

Properties
- Net charge: -1
- Relative energy (zero: lowest compared OMol25 entry of this formula, charge and spin): 174.9 kJ/mol
- DFT total energy: -38380.465 eV

```
42
Properties=species:S:1:pos:R:3:forces:R:3
C -2.665 -0.227 0.303 -0.99 -0.96 1.94
C -3.585 0.456 -0.721 -0.53 2.98 1.79
S -3.124 2.298 -0.810 0.24 -0.93 -0.13
C -1.629 -0.918 -0.456 4.20 -1.94 -1.34
N -0.560 -0.311 -1.165 -1.80 -0.46 0.92
O -1.496 -2.160 -0.444 -0.88 0.37 0.24
H -3.246 -1.083 0.860 1.15 1.47 -0.97
H -2.107 0.366 1.145 -1.79 -0.68 -2.22
H -4.665 0.492 -0.442 0.89 -0.55 0.07
H -3.499 -0.005 -1.676 0.16 -0.40 -0.82
H 0.129 -0.980 -1.488 -0.21 0.32 -0.01
H -0.409 0.666 -1.321 -0.45 0.21 0.01
H 0.983 1.394 0.593 0.96 1.39 -2.90
H 1.318 0.093 1.319 0.41 -0.15 -0.51
O 0.824 0.903 1.336 -2.24 -1.32 4.37
H -0.177 -4.082 0.546 1.00 1.37 0.87
H 0.097 -2.764 1.322 -1.34 1.56 0.18
O 0.502 -3.557 1.060 0.47 -2.78 -1.07
H 3.972 -0.716 1.404 -1.52 -2.34 0.22
H 4.611 0.360 1.068 1.11 1.32 -0.14
O 4.740 -0.303 1.746 0.51 0.98 -0.12
H -1.127 0.778 2.419 0.24 0.06 1.34
H -2.022 1.807 2.455 -3.03 4.73 -3.89
O -1.726 1.242 3.052 3.07 -4.45 2.96
H 2.417 -2.939 1.010 1.63 -0.01 0.08
H 3.656 -2.948 1.951 0.11 -0.12 0.39
O 3.414 -2.784 1.043 -1.99 -0.01 -0.53
H -1.983 4.104 1.175 -10.22 -3.34 -3.32
H -0.778 3.626 1.725 1.86 -3.21 1.53
O -1.221 4.340 1.407 8.20 6.60 2.09
H 1.734 -4.018 -1.450 2.08 1.75 5.96
H 0.393 -4.009 -2.266 1.79 -0.16 0.80
O 1.368 -4.213 -2.215 -4.03 -1.54 -6.72
H 2.832 1.179 -1.135 0.29 0.27 -1.05
H 3.063 1.912 0.191 0.85 2.04 0.63
O 2.679 1.172 -0.205 -0.30 -2.18 -0.35
H 2.992 -1.902 -3.138 1.37 0.12 0.21
H 1.640 -2.210 -3.300 -1.04 -0.25 0.05
O 2.163 -1.458 -3.029 -0.27 0.22 -0.16
H -0.264 2.626 -0.531 0.72 3.01 -0.80
H -0.158 4.142 -0.107 -0.32 -0.12 -0.01
O 0.225 3.526 -0.746 -0.38 -2.87 0.39
```
Positions in Å, forces in eV/Å.



Density functional theory data (ωB97M-V with the def2-TZVPD basis set) for a molecular structure, C23H36NORh in a non-equilibrium geometry.

Properties
- Net charge: +2
- DFT total energy: -30964.229 eV

```
62
Properties=species:S:1:pos:R:3:forces:R:3
Rh 0.732 0.365 -0.401 -3.93 0.10 -0.41
C -0.677 -1.239 0.177 0.05 -0.29 -0.56
C -0.301 -0.428 1.278 0.95 0.42 0.52
C -0.785 0.916 0.916 -0.12 0.07 0.62
C -1.613 0.745 -0.262 1.08 0.94 0.45
C -1.707 -0.592 -0.630 1.10 -1.20 0.26
C -2.709 -1.298 -1.503 0.06 0.34 -0.07
C -3.291 -2.421 -0.623 -0.02 -0.06 0.18
C -3.814 -0.323 -1.902 -0.06 0.02 -0.10
C -2.108 -1.942 -2.759 0.08 -0.06 -0.11
C -0.647 2.291 1.564 -0.09 -0.10 -0.12
C -1.716 2.453 2.652 -0.07 -0.01 0.03
C -0.893 3.371 0.500 0.11 0.12 -0.11
C 0.750 2.525 2.135 0.34 0.11 -0.05
C 0.471 -1.004 2.477 -0.43 -0.07 0.01
C 1.965 -0.688 2.408 0.26 -0.03 -0.10
C 0.338 -2.536 2.459 -0.02 0.00 0.07
C -0.144 -0.509 3.789 0.12 -0.05 0.11
H -0.390 -2.272 0.070 -0.09 -0.04 -0.01
H -2.117 1.563 -0.747 -0.02 0.04 -0.09
H -3.698 -2.041 0.313 -0.02 0.04 0.07
H -2.552 -3.188 -0.399 0.06 -0.03 0.01
H -4.104 -2.904 -1.162 -0.03 0.04 -0.07
H -4.295 0.126 -1.036 -0.05 0.03 0.10
H -4.582 -0.855 -2.462 -0.01 -0.02 -0.01
H -3.445 0.476 -2.546 0.04 0.04 -0.04
H -1.225 -2.541 -2.547 0.08 -0.02 0.04
H -1.870 -1.211 -3.528 0.08 0.09 0.01
H -2.860 -2.597 -3.195 -0.04 -0.05 0.07
H -2.715 2.313 2.239 -0.08 -0.02 -0.04
H -1.668 3.467 3.047 0.02 0.06 0.01
H -1.591 1.765 3.481 0.03 -0.05 0.02
H -1.931 3.412 0.181 -0.11 0.01 -0.02
H -0.261 3.257 -0.390 -0.01 -0.05 0.10
H -0.659 4.344 0.930 -0.02 0.01 0.00
H 0.973 1.917 3.005 -0.02 0.00 0.00
H 0.836 3.570 2.437 -0.06 -0.03 0.04
H 1.548 2.370 1.391 -0.17 -0.03 0.05
H 2.417 -1.116 1.502 -0.10 0.06 0.12
H 2.455 -1.169 3.254 0.02 -0.01 0.04
H 2.200 0.373 2.465 -0.05 -0.01 -0.05
H 0.828 -2.990 1.600 0.08 -0.03 -0.07
H -0.703 -2.858 2.482 -0.08 0.00 0.00
H 0.824 -2.939 3.346 0.00 0.00 0.02
H 0.039 0.544 3.973 0.01 0.03 0.01
H 0.303 -1.062 4.615 -0.01 0.01 0.01
H -1.217 -0.684 3.821 -0.09 -0.04 -0.02
O 0.243 0.089 -2.635 0.12 0.19 -0.90
C 1.337 0.148 -3.553 -0.09 -0.08 -0.28
C 2.626 0.044 -2.785 -0.04 0.04 -0.12
C 3.822 -0.180 -3.451 -0.14 0.09 0.15
C 5.005 -0.164 -2.735 0.01 0.00 0.06
C 4.964 0.076 -1.367 -0.11 0.05 0.04
C 3.738 0.264 -0.770 0.13 -0.04 0.02
N 2.578 0.245 -1.458 0.95 -0.53 0.09
H -0.549 0.435 -3.062 0.10 0.02 -0.06
H 1.311 1.102 -4.094 0.10 -0.14 0.03
H 1.252 -0.669 -4.280 0.08 0.13 0.10
H 3.822 -0.356 -4.516 -0.03 0.00 -0.07
H 5.948 -0.332 -3.234 0.02 -0.01 -0.02
H 5.862 0.109 -0.770 0.05 0.00 0.02
H 3.650 0.430 0.296 0.10 -0.01 -0.02
```
Positions in Å, forces in eV/Å.



Density functional theory data (ωB97M-V with the def2-TZVPD basis set) for C6H12O in the gas phase.

Properties
- Relative energy (zero: lowest compared OMol25 entry of this formula, charge and spin): 264.1 kJ/mol
- DFT total energy: -8461.616 eV

```
19
Properties=species:S:1:pos:R:3:forces:R:3
C -0.699 -0.956 1.186 -0.02 -0.04 0.09
C -0.936 -0.405 -1.362 0.39 0.29 -0.25
C -0.701 -0.329 -2.839 -0.06 -0.11 -0.08
O -0.127 0.435 -0.775 -0.34 -0.36 -0.21
C 0.147 0.189 0.655 0.05 -0.04 0.33
C -0.132 1.466 1.434 -0.02 0.07 -0.01
C 1.633 -0.158 0.644 0.06 -0.03 0.03
H -0.650 -1.815 0.518 0.05 0.01 0.21
H -1.751 -0.664 1.249 0.13 -0.08 0.00
H -0.337 -1.232 2.180 -0.02 0.10 -0.05
H 0.268 -0.845 -2.942 -0.11 0.05 -0.07
H -0.587 0.661 -3.295 -0.03 0.02 0.19
H -1.438 -0.933 -3.370 0.03 0.21 -0.02
H 0.067 1.284 2.497 0.00 0.04 -0.18
H 0.501 2.296 1.107 -0.08 -0.12 -0.04
H -1.183 1.758 1.338 0.14 -0.05 -0.04
H 2.225 0.709 0.335 -0.07 -0.14 0.04
H 1.812 -0.969 -0.071 -0.01 0.07 0.16
H 1.971 -0.486 1.632 -0.08 0.10 -0.10
```
Positions in Å, forces in eV/Å.



Density functional theory data (ωB97M-V with the def2-TZVPD basis set) for a molecular structure, C16H35AlBCl4CsF4KNO6 in a non-equilibrium geometry.

Properties
- DFT total energy: -116036.373 eV

```
70
Properties=species:S:1:pos:R:3:forces:R:3
C 6.760 -0.957 -0.771 -2.37 8.29 -0.71
C 6.317 0.584 -0.808 0.38 -0.64 0.62
O 4.909 0.561 -0.897 0.09 -0.23 0.11
C 4.375 1.878 -0.614 -0.03 1.73 -0.61
C 3.253 2.256 -1.608 0.31 -0.33 0.16
O 1.912 2.017 -1.073 0.25 -0.66 -0.87
C 1.066 1.767 -2.201 -0.42 0.86 0.23
B -0.474 2.108 -1.948 0.84 -0.41 0.87
C -1.227 2.082 -0.530 -0.99 0.54 -0.70
C -2.792 1.903 -0.779 0.21 -0.55 0.16
C -3.299 0.455 -0.397 -1.29 0.74 -0.68
C -4.091 -0.175 -1.601 0.01 -0.12 0.54
N -4.482 -1.586 -1.296 0.01 1.00 -0.31
H 6.279 -1.437 -1.701 0.14 2.37 1.14
H 7.894 -1.091 -0.882 -1.78 2.15 0.48
H 6.310 -1.497 0.145 0.23 3.22 -0.97
H 6.602 1.130 0.123 0.22 -0.56 -0.47
H 6.796 1.130 -1.661 -0.37 -0.50 0.41
H 5.207 2.604 -0.799 -0.78 -0.30 0.08
H 4.049 2.012 0.440 0.22 -0.45 -0.52
H 3.306 3.322 -1.921 0.43 -0.67 0.21
H 3.404 1.620 -2.516 -0.07 0.53 0.60
H 1.174 0.700 -2.547 -0.09 0.64 -0.02
H 1.411 2.435 -3.038 -0.30 -0.67 0.35
H -1.137 2.370 -2.909 -0.01 -0.05 -0.08
H -0.832 1.332 0.187 -0.16 0.46 -0.44
H -1.114 3.079 -0.031 0.31 -0.68 -0.42
H -3.049 2.039 -1.858 0.43 0.06 0.75
H -3.374 2.695 -0.250 0.40 -0.76 -0.16
H -4.058 0.579 0.413 0.71 -0.42 -0.25
H -2.486 -0.219 -0.057 -0.37 0.43 -0.24
H -3.514 -0.144 -2.552 -0.13 0.21 0.65
H -5.042 0.390 -1.750 0.82 -0.20 0.02
H -3.799 -2.002 -0.672 0.25 -0.04 -0.54
H -4.541 -2.086 -2.179 0.21 -0.28 0.34
C 4.072 4.926 -4.872 -0.14 0.72 -0.52
C 5.257 5.168 -3.908 0.24 -1.68 -0.66
C 6.565 5.156 -4.730 0.07 0.76 -0.51
O 5.298 4.163 -3.009 -0.22 0.09 0.89
H 4.153 3.961 -5.382 0.17 -0.05 0.19
H 3.118 4.949 -4.336 0.11 -0.03 0.11
H 4.030 5.707 -5.649 -0.11 -0.02 -0.04
H 5.139 6.214 -3.540 -0.02 0.01 0.37
H 6.719 4.198 -5.236 -0.18 -0.08 0.17
H 7.431 5.347 -4.091 -0.13 -0.07 0.11
H 6.550 5.940 -5.505 0.10 0.00 -0.04
C -5.766 -6.906 3.714 0.26 -0.14 0.05
O -5.474 -6.322 2.445 -0.29 0.32 0.44
C -5.728 -5.009 2.358 0.92 -0.24 -1.63
O -6.174 -4.309 3.250 1.88 0.32 -1.82
O -5.416 -4.610 1.146 -0.29 -0.19 0.87
C -5.639 -3.206 0.901 -0.08 0.44 -0.35
H -5.519 -7.963 3.664 -0.01 0.09 -0.19
H -5.157 -6.447 4.497 -0.07 0.02 -0.01
H -6.830 -6.815 3.945 0.26 -0.57 -0.24
H -5.027 -2.599 1.568 -0.09 -0.11 0.05
H -6.695 -2.960 1.017 0.07 -0.07 0.12
H -5.348 -2.992 -0.125 -0.21 -0.29 0.30
Cs 7.228 -3.079 -0.772 3.17 -13.79 -0.12
K -7.590 -4.874 4.710 -2.75 0.10 2.84
C -10.617 -7.106 8.493 -0.44 -0.10 0.43
Cl -11.291 -8.709 8.167 0.16 0.25 -0.02
Cl -11.900 -5.890 8.396 0.22 -0.14 -0.04
Cl -9.893 -7.080 10.106 -0.05 0.02 -0.30
Cl -9.365 -6.738 7.281 0.16 -0.02 -0.11
F 7.605 3.128 1.908 -0.90 -0.18 0.97
Al 6.431 3.214 3.208 -0.03 0.35 -0.01
F 6.382 1.663 4.033 0.05 1.00 -0.66
F 4.849 3.562 2.542 1.22 -0.43 0.53
F 6.888 4.466 4.342 -0.35 -1.06 -0.87
```
Positions in Å, forces in eV/Å.